Version i
An isolated molecule of C5H8N4O, computed with wB97M-V/def2-TZVPD.

The HOMO-LUMO gap is 9.0655 eV. For the LUMO energy, the calculation gives 0.569 eV. Its highest occupied orbital energy is -8.5 eV. The SMILES is [H]/N=C(\O)c1cnn(C)c1N. For the molecular weight, the calculation gives 140.1 u. As for the total charge: 0.

```
18
Properties=species:S:1:pos:R:3:mulliken_charge:R:1
H 0.0030 2.3616 -0.1372 0.348
N 0.3719 1.4306 -0.6851 -0.640
C -0.0160 0.5420 0.1278 -0.028
O -0.6660 1.3097 1.2632 -0.579
C 0.2517 -0.8702 0.1985 0.287
C -0.3811 -1.9647 -0.4483 -0.464
N 0.1978 -3.1069 -0.1446 -1.029
N 1.2410 -2.7865 0.6666 0.735
C 2.1525 -3.7972 1.1483 -0.930
C 1.2964 -1.4669 0.9279 0.493
N 2.2911 -0.8845 1.6411 -0.466
H -1.1118 0.6630 1.8244 0.335
H -1.2668 -1.9606 -1.0821 0.493
H 2.0716 -3.9149 2.2376 0.315
H 1.8959 -4.7427 0.6633 0.299
H 3.1846 -3.5291 0.8877 0.343
H 2.1575 0.1066 1.8158 0.252
H 2.7765 -1.4229 2.3456 0.236
```

***

Version ii
An isolated molecule of C5H8N4O, computed with wB97M-V/def2-TZVPD.

The HOMO-LUMO gap is 9.8786 eV. For the LUMO energy, the calculation gives -0.458 eV. Its highest occupied orbital energy is -10.3 eV. The SMILES is CCC1=NN=N[C@@H]1C(N)=O. For the molecular weight, the calculation gives 140.1 u. As for the total charge: 0.

```
18
Properties=species:S:1:pos:R:3:mulliken_charge:R:1
C -1.5971 -0.0202 -0.4321 -1.210
C -1.2233 1.3909 -0.6404 0.153
C 0.2041 1.4696 -0.2939 0.333
N 0.9497 2.5465 -0.3817 -0.403
N 2.2209 2.2958 -0.0282 -0.645
N 2.3626 1.1442 0.3961 -0.171
C 1.2381 0.3680 0.1732 0.196
C 1.7573 -1.1770 -0.2662 0.400
N 3.1125 -1.1498 -0.1972 -0.318
O 1.0282 -2.1172 -0.2483 -0.510
H -1.1942 -0.3521 0.5452 0.272
H -1.1720 -0.8107 -1.0466 0.323
H -2.6896 -0.1988 -0.3992 0.339
H -1.8149 1.7983 0.2332 0.180
H -1.4955 1.7531 -1.5788 0.349
H 0.7331 -0.0061 1.1625 0.241
H 3.4581 -0.1995 -0.0912 0.242
H 3.7601 -1.9034 -0.4853 0.230
```

***

Most stable of them? version i.

***

Version i
An isolated molecule of C3H8N2O2, computed with wB97M-V/def2-TZVPD.

The HOMO-LUMO gap is 10.3316 eV. For the LUMO energy, the calculation gives 0.335 eV. Its highest occupied orbital energy is -10.0 eV. The SMILES is CC(C)(N)[N+](=O)[O-]. For the molecular weight, the calculation gives 104.1 u. As for the total charge: 0.

```
15
Properties=species:S:1:pos:R:3:mulliken_charge:R:1
C 1.3646 0.0003 0.4800 -1.565
C -0.0462 0.0606 -0.0429 1.138
C -0.0591 0.1252 -1.5550 -1.510
N -0.5953 -1.3456 0.5473 -0.724
N -0.9049 1.1077 0.6687 0.932
O -1.3865 2.0326 0.0531 -0.589
O -1.0239 0.8838 1.8557 -0.584
H 1.3748 -0.1103 1.5249 0.430
H 1.8503 -0.9011 -0.0062 0.333
H 1.9160 0.8210 0.3128 0.474
H -0.9799 -0.3217 -1.8106 0.406
H -0.1131 1.1129 -1.9278 0.401
H 0.7023 -0.5509 -1.9578 0.335
H -0.5650 -1.3552 1.5509 0.279
H -1.5342 -1.5592 0.3068 0.247
```

***

Version ii
An isolated molecule of C3H8N2O2, computed with wB97M-V/def2-TZVPD.

The HOMO-LUMO gap is 10.0312 eV. For the LUMO energy, the calculation gives 0.681 eV. Its highest occupied orbital energy is -9.4 eV. The SMILES is NC[C@@H](N)C(=O)O. For the molecular weight, the calculation gives 104.1 u. As for the total charge: 0.

```
15
Properties=species:S:1:pos:R:3:mulliken_charge:R:1
N 1.1117 -0.9998 0.9040 -0.645
C 1.0309 0.3077 0.2983 -0.355
C -0.1891 0.3706 -0.5543 0.043
N -0.2422 -0.7698 -1.5832 -0.637
C -1.3401 0.3330 0.2696 0.286
O -2.3381 -0.3279 0.0848 -0.593
O -1.4079 1.1618 1.3579 -0.448
H 2.1788 -1.2352 1.4762 0.259
H 1.1263 -1.8253 0.2908 0.267
H 1.8260 0.5342 -0.5099 0.273
H 1.2021 1.1211 1.1622 0.316
H -0.2912 1.2444 -0.9246 0.300
H 0.5683 -0.5938 -2.4446 0.288
H -1.0713 -0.3681 -1.6686 0.331
H -2.1643 1.0472 1.8413 0.315
```

***

Most stable of them? version i.

***

Version i
An isolated molecule of C3H8N2O2, computed with wB97M-V/def2-TZVPD.

The HOMO-LUMO gap is 9.6286 eV. For the LUMO energy, the calculation gives 0.345 eV. Its highest occupied orbital energy is -9.3 eV. The SMILES is NC(=O)[C@@H](N)CO. For the molecular weight, the calculation gives 104.1 u. As for the total charge: 0.

```
15
Properties=species:S:1:pos:R:3:mulliken_charge:R:1
N 1.4198 0.6040 1.6913 -0.451
C 0.8137 0.9847 0.4969 0.203
O 0.5763 2.1643 0.0006 -0.536
C -0.0511 -0.2635 -0.1629 -0.407
N -1.2111 -0.6904 0.6125 -0.604
C -0.4142 0.1171 -1.5917 -0.167
O -0.6668 -1.2464 -2.1496 -0.555
H 2.0089 -0.2531 1.4449 0.262
H 1.3090 0.6861 2.7472 0.253
H 0.7523 -0.9392 -0.0486 0.553
H -1.8364 0.1040 0.5343 0.272
H -0.9750 -0.7845 1.5986 0.269
H 0.2786 0.5900 -2.3313 0.304
H -1.3239 0.7130 -1.5222 0.240
H -0.6800 -1.7861 -1.3200 0.366
```

***

Version ii
A cluster of 2 separate species, C3H8N2O2 in total, computed with wB97M-V/def2-TZVPD.

The HOMO-LUMO gap (spin up / spin down) is 8.7948 / 8.7992 eV. For the LUMO energy (spin up / spin down), the calculation gives 0.238 / 0.239 eV. Its highest occupied orbital energy (spin up / spin down) is -8.6 / -8.6 eV. For the molecular weight, the calculation gives 104.1 u. As for the total charge: 0.

```
15
Properties=species:S:1:pos:R:3:mulliken_charge:R:1
C 0.1425 -0.7108 -0.9691 -0.796
C -1.1634 -0.7495 -0.2187 -0.361
C 1.6207 0.7957 0.0603 -0.122
N 1.2330 -0.4384 -0.0168 0.555
N -1.3837 0.4817 0.5640 -0.632
O 1.7779 -1.4176 0.5234 -0.681
O 0.8766 1.9037 -0.2145 -0.431
H 0.4998 -1.5908 -1.3404 0.429
H 0.0151 0.1459 -1.8113 0.254
H -2.1077 -0.7919 -0.7546 0.322
H -1.2445 -1.5070 0.5459 0.346
H 2.5410 0.8627 1.4223 0.251
H -2.1766 0.3666 1.1865 0.238
H -0.6063 0.7129 1.1564 0.243
H -0.0242 1.9369 -0.1332 0.384
```

***

Most stable of them? version i.

***

Version i
An isolated molecule of C3H8N2O2, computed with wB97M-V/def2-TZVPD.

The HOMO-LUMO gap is 10.3240 eV. For the LUMO energy, the calculation gives 0.787 eV. Its highest occupied orbital energy is -9.5 eV. The SMILES is NC(=O)[C@H](N)CO. For the molecular weight, the calculation gives 104.1 u. As for the total charge: 0.

```
15
Properties=species:S:1:pos:R:3:mulliken_charge:R:1
N -0.1195 1.0555 -1.7060 -0.363
C 0.5570 0.7342 -0.5895 0.332
O 1.4724 1.4287 -0.1125 -0.719
C 0.2075 -0.6062 0.0545 0.375
N -0.9020 -1.2493 -0.6306 -0.768
C -0.1921 -0.1263 1.4754 -0.558
O 0.8836 0.3595 2.1679 -0.611
H -0.9516 0.5209 -1.9085 0.247
H 0.0153 1.9677 -2.1093 0.245
H 1.1232 -1.2101 0.1416 0.296
H -1.3842 -1.8844 -0.0004 0.223
H -0.5616 -1.7903 -1.4202 0.239
H -0.7145 -0.9075 2.0379 0.344
H -0.8718 0.7701 1.1728 0.277
H 1.4381 0.9377 1.4271 0.442
```

***

Version ii
A cluster of 2 separate species, C3H8N2O2 in total, computed with wB97M-V/def2-TZVPD.

The HOMO-LUMO gap is 7.4014 eV. For the LUMO energy, the calculation gives -0.449 eV. Its highest occupied orbital energy is -7.9 eV. For the molecular weight, the calculation gives 104.1 u. As for the total charge: 0.

```
15
Properties=species:S:1:pos:R:3:mulliken_charge:R:1
C 1.5773 -1.2214 0.7372 -0.679
C 0.0396 -1.4273 -1.1530 -0.134
N 1.2144 -1.2689 -0.6895 -0.001
H 2.2317 -0.3688 0.8868 0.275
H 2.0814 -2.1584 1.0007 0.303
H 0.6244 -1.1298 1.2552 0.303
H -0.7477 -1.7007 -0.4627 0.225
H -0.1110 -1.3917 -2.2217 0.312
H 1.9446 -0.9992 -1.3364 0.267
N -1.4039 2.6688 0.7119 -0.586
C -1.3025 1.5144 -0.1257 0.583
O -2.1500 1.3099 -0.9913 -0.680
O -0.3611 0.7079 0.2016 -0.662
H -2.3108 3.0655 0.5058 0.246
H -1.3264 2.3997 1.6813 0.229
```

***

Version iii
A cluster of 3 separate species, C3H8N2O2 in total, computed with wB97M-V/def2-TZVPD.

The HOMO-LUMO gap is 9.5803 eV. For the LUMO energy, the calculation gives 0.628 eV. Its highest occupied orbital energy is -9.0 eV. The SMILES is c1c[nH]cn1.O.O. For the molecular weight, the calculation gives 104.1 u. As for the total charge: 0.

```
15
Properties=species:S:1:pos:R:3:mulliken_charge:R:1
C -1.6194 0.1263 -0.3345 -0.190
C -2.9040 0.0701 -0.7992 -0.339
N -3.6688 0.5571 0.2415 -0.127
C -2.8282 0.6961 1.3089 -0.148
N -1.5798 0.4943 0.9879 -0.533
H -0.7652 -0.1510 -0.9193 0.365
H -3.1414 -0.1245 -1.8237 0.350
H -4.6487 0.3512 0.3916 0.261
H -3.1999 0.8711 2.3041 0.362
O 5.5310 -0.3595 -1.6094 -0.652
H 5.2428 0.3738 -2.1624 0.315
H 5.1180 -1.1315 -2.0127 0.333
O 3.7483 -1.1250 0.7855 -0.638
H 3.3702 -0.4861 0.1730 0.318
H 4.6326 -1.3240 0.4560 0.323
```

***

Most stable of them? version i.

***

Version i
An isolated molecule of C3H8N2O2, computed with wB97M-V/def2-TZVPD.

The HOMO-LUMO gap is 8.3969 eV. For the LUMO energy, the calculation gives 0.836 eV. Its highest occupied orbital energy is -7.6 eV. The SMILES is N/C(=C\O)CNO. For the molecular weight, the calculation gives 104.1 u. As for the total charge: 0.

```
15
Properties=species:S:1:pos:R:3:mulliken_charge:R:1
N 0.1153 1.6105 -0.6482 -0.562
C -0.3811 0.5350 0.1079 0.612
C -1.2945 -0.3227 -0.4180 -0.305
O -1.9869 -0.0724 -1.5757 -0.542
C 0.5087 0.0724 1.2316 -0.847
N 1.5546 -0.8214 0.7413 -0.318
O 0.7808 -1.9182 -0.1364 -0.450
H 0.6856 2.2497 -0.1115 0.230
H -0.5914 2.0901 -1.1910 0.196
H -1.7676 -1.0811 0.1836 0.339
H -1.3826 0.3197 -2.2173 0.309
H -0.0809 -0.4879 1.9602 0.277
H 0.9992 0.9203 1.7259 0.417
H 2.0494 -0.3332 -0.0060 0.338
H 0.7916 -2.7608 0.3535 0.307
```

***

Version ii
A cluster of 2 separate species, C3H8N2O2 in total, computed with wB97M-V/def2-TZVPD.

The HOMO-LUMO gap is 10.6479 eV. For the LUMO energy, the calculation gives 0.889 eV. Its highest occupied orbital energy is -9.8 eV. The SMILES is O=C1NCCO1.N. For the molecular weight, the calculation gives 104.1 u. As for the total charge: 0.

```
15
Properties=species:S:1:pos:R:3:mulliken_charge:R:1
O 0.0224 2.0670 0.2189 -0.626
C -0.5239 0.9927 0.1026 0.523
N -0.0433 -0.1316 -0.5092 -0.189
C -0.8619 -1.2819 -0.2003 -0.422
C -2.1531 -0.5907 0.2755 -0.315
O -1.7691 0.7463 0.5933 -0.342
H 0.9779 -0.1780 -0.5841 0.418
H -0.4170 -1.9074 0.5852 0.267
H -1.0390 -1.9071 -1.0810 0.276
H -2.5799 -1.0474 1.1710 0.263
H -2.9141 -0.5590 -0.5104 0.246
N 2.6844 0.7251 -0.1184 -0.763
H 2.1275 1.5796 -0.1609 0.235
H 3.5423 0.8796 -0.6393 0.225
H 2.9466 0.6129 0.8571 0.204
```

***

Version iii
An isolated molecule of C3H8N2O2, computed with wB97M-V/def2-TZVPD.

The HOMO-LUMO gap is 9.9999 eV. For the LUMO energy, the calculation gives 0.590 eV. Its highest occupied orbital energy is -9.4 eV. The SMILES is NC(=O)NCCO. For the molecular weight, the calculation gives 104.1 u. As for the total charge: 0.

```
15
Properties=species:S:1:pos:R:3:mulliken_charge:R:1
N -2.0920 0.0221 -1.6287 -0.485
C -1.1769 -0.0687 -0.5962 0.650
O -1.4358 -0.8769 0.2974 -0.687
N -0.0212 0.6799 -0.6311 -0.261
C 1.2479 0.1396 0.1388 -0.743
C 1.2046 0.0715 1.6596 -0.242
O 0.2019 -0.7456 2.1666 -0.606
H -2.9905 -0.3780 -1.3777 0.264
H -2.1539 0.8670 -2.1705 0.214
H 0.0637 1.1834 -1.5200 0.234
H 2.1547 0.7281 -0.1121 0.379
H 1.3888 -0.9070 -0.1890 0.316
H 1.2536 1.0406 2.1879 0.259
H 2.2462 -0.3318 1.6995 0.230
H -0.5018 -0.8674 1.4403 0.478
```

***

Most stable of them? version ii.

***

Version i
A cluster of 2 separate species, C3H8N2O2 in total, computed with wB97M-V/def2-TZVPD.

The HOMO-LUMO gap is 9.8208 eV. For the LUMO energy, the calculation gives 0.820 eV. Its highest occupied orbital energy is -9.0 eV. The SMILES is C=CNO.NC=O. For the molecular weight, the calculation gives 104.1 u. As for the total charge: 0.

```
15
Properties=species:S:1:pos:R:3:mulliken_charge:R:1
C 1.5190 -1.5981 -0.3710 -0.800
C 0.7253 -0.5917 -0.8001 0.185
N -0.7049 -0.5404 -0.4932 -0.273
O -1.2517 -1.7279 -0.0064 -0.399
H 2.4625 -1.7674 -0.8751 0.265
H 1.4233 -2.0162 0.6247 0.200
H 0.9273 -0.1495 -1.7710 0.258
H -1.2661 -0.2085 -1.2820 0.252
H -0.7183 -1.8584 0.8166 0.318
N -0.9126 2.2613 0.3335 -0.500
C -0.4322 1.1179 0.9470 0.357
O 0.8306 1.0341 1.1615 -0.583
H -0.7980 2.3266 -0.6700 0.203
H -0.6600 3.1299 0.7872 0.251
H -1.1441 0.5885 1.5983 0.265
```

***

Version ii
An isolated molecule of C3H8N2O2, computed with wB97M-V/def2-TZVPD.

The HOMO-LUMO gap is 10.2530 eV. For the LUMO energy, the calculation gives 0.605 eV. Its highest occupied orbital energy is -9.6 eV. The SMILES is [H]/N=C(/NO)[C@@H](C)O. For the molecular weight, the calculation gives 104.1 u. As for the total charge: 0.

```
15
Properties=species:S:1:pos:R:3:mulliken_charge:R:1
H 0.8730 2.2746 -0.8662 0.245
N 0.0429 2.0731 -0.4284 -0.801
C -0.1181 0.8050 -0.0476 0.345
N -1.1169 0.2904 0.7545 -0.195
O -1.8327 -0.6695 -0.0318 -0.445
C 0.8797 -0.2529 -0.4307 0.097
C 1.7735 -0.3423 0.7862 -0.905
O 0.2763 -1.5131 -0.5768 -0.632
H -1.7847 1.1059 0.8437 0.372
H -1.5429 -1.4262 0.5203 0.377
H 1.4393 0.1727 -1.2542 0.339
H 2.3224 -1.3428 0.7457 0.293
H 1.3437 -0.1681 1.8305 0.289
H 2.5347 0.4042 0.3128 0.228
H -0.4268 -1.3627 -1.3940 0.393
```

***

Version iii
A cluster of 2 separate species, C3H8N2O2 in total, computed with wB97M-V/def2-TZVPD.

The HOMO-LUMO gap is 9.1941 eV. For the LUMO energy, the calculation gives 0.696 eV. Its highest occupied orbital energy is -8.5 eV. For the molecular weight, the calculation gives 104.1 u. As for the total charge: 0.

```
15
Properties=species:S:1:pos:R:3:mulliken_charge:R:1
C 0.0745 0.5869 -1.6070 0.284
C 1.2859 -0.5394 1.4637 -1.153
C 0.3503 0.2282 0.5853 0.860
N -0.8035 0.6554 1.1222 -0.364
O -0.2873 -1.3277 -0.9874 -0.792
O -1.2208 1.0454 -1.5953 -0.508
N 0.8586 0.7009 -0.5723 -0.597
H -1.6472 0.7918 -2.4242 0.334
H -1.1077 -1.8336 -0.8952 0.184
H 0.5311 0.5410 -2.5938 0.377
H -1.4834 1.0679 0.4999 0.219
H -1.1244 0.2408 1.9823 0.212
H 1.8491 -1.2280 0.8420 0.267
H 0.7527 -1.0936 2.2363 0.387
H 1.9721 0.1641 1.9434 0.288
```

***

Most stable of them? version iii.